Model P:
Density functional theory data (ωB97M-V/def2-TZVPD) for C3H2N2O2 in the gas phase.

Each line ends with the Mulliken charge.
Geometry (Å):
O1 -1.26 0.18 -1.35  -0.442
C1 -1.46 -0.39 -0.32  0.191
C2 0.25 1.96 1.00  -0.027
N1 0.88 1.07 0.55  -0.096
C3 1.39 -0.07 -0.01  0.127
N2 0.74 -1.16 -0.15  -0.295
O2 -0.55 -1.09 0.40  -0.168
H1 -2.41 -0.44 0.23  0.342
H2 2.42 -0.05 -0.35  0.368

Properties
frontier orbital gap = 11.0 eV
lowest unoccupied orbital energy = -0.2 eV

=====

Model Q:
Density functional theory data (ωB97M-V/def2-TZVPD) for C3H2N2O2 in the gas phase.

Each line ends with the Mulliken charge.
Geometry (Å):
N1 -0.39 1.64 -0.68  -0.506
C1 0.30 0.66 -0.34  0.516
O1 0.30 0.02 0.89  -0.292
C2 -0.57 -1.02 1.03  0.141
O2 -1.39 -1.32 0.21  -0.436
C3 1.97 -0.43 -1.94  -0.083
N2 1.24 0.10 -1.18  0.029
H1 -1.09 1.86 0.03  0.279
H2 -0.38 -1.51 1.99  0.351

Properties
frontier orbital gap = 11.8 eV
lowest unoccupied orbital energy = 0.1 eV

=====

Stability, highest: model Q

=====

Model P:
Density functional theory data (ωB97M-V/def2-TZVPD) for C3H2N2O2 in the gas phase.

Each line ends with the Mulliken charge.
Geometry (Å):
N1 1.66 1.94 -0.93  -0.521
C1 0.87 1.00 -0.98  0.401
O1 0.28 -0.79 1.40  -0.456
C2 -0.86 -1.06 1.15  0.198
O2 -1.44 -1.18 -0.07  -0.156
C3 0.15 -0.05 -1.18  0.297
N2 -0.59 -1.05 -1.22  -0.428
H1 1.58 2.49 -0.07  0.301
H2 -1.65 -1.26 1.90  0.365

Properties
frontier orbital gap = 8.3 eV
lowest unoccupied orbital energy = -1.0 eV

=====

Model Q:
Density functional theory data (ωB97M-V/def2-TZVPD) for a molecular structure, C3H2N2O2.

Each line ends with the Mulliken charge.
Geometry (Å):
O1 -1.28 0.64 -2.03  -0.394
C1 -0.42 -0.13 -1.73  -0.090
C2 -0.09 -0.31 -0.30  0.718
N1 -0.78 -0.42 0.78  -0.503
C3 0.10 0.10 1.70  -0.044
N2 1.24 0.50 1.22  -0.264
O2 1.14 0.20 -0.11  -0.124
H1 0.28 -0.60 -2.45  0.315
H2 -0.15 0.22 2.74  0.386

Properties
frontier orbital gap = 10.9 eV
lowest unoccupied orbital energy = -0.2 eV

=====

Stability, highest: model Q